The following is a quantum chemistry calculation of C2H6Se in the gas phase in a non-equilibrium geometry, from the OMol25 dataset.

```
9
C2H6Se (the ωB97M-V functional and the def2-TZVPD basis)
C 0.5312 0.6481 -0.2733
C -0.0905 -0.7034 -0.3413
Se -1.7125 -0.7904 1.0293
H -0.1144 1.2747 -0.8234
H 0.6111 1.1291 0.7088
H 1.5718 0.6542 -0.4735
H 0.6139 -1.4584 -0.1722
H -0.5733 -0.8759 -1.3325
H -0.8374 0.1219 1.6782
```

Results
* SMILES: CC[SeH]
* charge: 0
* HOMO level: -8.75 eV
* E: -2481.1833 Ha
* energy relative to the best compared isomer or geometry (same formula, charge and spin): 5.81 kcal/mol

Here are the Mulliken charges for atoms 1 to 6, given in e: -1.03, -0.61, -0.12, 0.32, 0.33, 0.31